145
Properties=species:S:1:pos:R:3 method="wB97M-V/def2-TZVPD" gap_ev=9.5 e_tot_ha=-2989.65583 de_lowest_kj_mol=106.8 smiles="CCCCN[C@]1(CC(=O)OC(C)=O)CCC(=O)O1.c1ccccc1.c1ccccc1.c1ccccc1.c1ccccc1.c1ccccc1.c1ccccc1.c1ccccc1.c1ccccc1.c1ccccc1" homo_energy_ev=-9.15 molar_mass_da=960.3 lumo_ev=0.37
C 3.714 0.222 1.076
C 3.644 0.396 -0.463
C 3.422 -0.954 -1.206
C 2.667 -1.981 -0.380
N 2.304 -3.178 -1.140
C 1.105 -3.836 -0.618
C -0.085 -3.161 -1.382
C -1.418 -3.244 -0.700
O -1.773 -4.076 0.023
O -2.318 -2.204 -1.046
C -2.190 -1.109 -0.214
C -2.937 -1.138 1.113
O -1.579 -0.184 -0.519
C 1.023 -3.932 0.903
C 1.128 -5.469 1.117
C 0.634 -6.049 -0.194
O 0.017 -6.978 -0.412
O 1.119 -5.172 -1.133
H 4.133 1.078 1.604
H 4.397 -0.614 1.270
H 2.748 -0.057 1.492
H 2.793 1.047 -0.677
H 4.553 0.894 -0.799
H 4.374 -1.322 -1.597
H 2.822 -0.694 -2.088
H 3.286 -2.293 0.463
H 1.804 -1.470 0.081
H 2.139 -2.906 -2.102
H -0.194 -3.709 -2.323
H 0.115 -2.131 -1.680
H -3.673 -0.337 1.047
H -2.266 -0.911 1.937
H -3.437 -2.101 1.208
H 0.114 -3.607 1.400
H 1.847 -3.561 1.508
H 2.166 -5.776 1.281
H 0.651 -5.860 2.016
C -5.818 -2.393 -3.207
C -4.505 -1.945 -3.141
C -4.142 -0.762 -3.771
C -5.095 -0.023 -4.460
C -6.408 -0.469 -4.523
C -6.770 -1.656 -3.900
H -6.100 -3.317 -2.717
H -3.768 -2.515 -2.603
H -3.117 -0.416 -3.725
H -4.812 0.902 -4.948
H -7.152 0.108 -5.060
H -7.793 -2.007 -3.954
C 7.279 -1.649 5.481
C 6.129 -2.217 4.950
C 6.079 -2.553 3.604
C 7.181 -2.328 2.790
C 8.332 -1.762 3.321
C 8.380 -1.419 4.666
H 7.318 -1.384 6.530
H 5.272 -2.399 5.586
H 5.179 -2.991 3.188
H 7.142 -2.593 1.740
H 9.192 -1.588 2.687
H 9.276 -0.973 5.079
C -1.074 -7.782 4.060
C -1.635 -6.869 4.943
C -1.553 -7.086 6.312
C -0.901 -8.211 6.798
C -0.337 -9.122 5.915
C -0.427 -8.910 4.546
H -1.142 -7.614 2.991
H -2.139 -5.988 4.564
H -1.996 -6.377 7.001
H -0.833 -8.378 7.866
H 0.172 -9.999 6.294
H 0.008 -9.623 3.857
C -3.070 4.811 -6.344
C -3.887 3.843 -5.778
C -5.267 3.930 -5.917
C -5.827 4.980 -6.630
C -5.009 5.947 -7.199
C -3.631 5.865 -7.054
H -1.995 4.745 -6.233
H -3.449 3.020 -5.227
H -5.905 3.177 -5.469
H -6.903 5.046 -6.742
H -5.446 6.766 -7.757
H -2.994 6.622 -7.493
C 6.622 4.993 1.104
C 6.679 4.783 -0.268
C 6.811 3.495 -0.769
C 6.880 2.416 0.103
C 6.819 2.626 1.470
C 6.694 3.913 1.974
H 6.521 5.998 1.495
H 6.620 5.625 -0.947
H 6.859 3.332 -1.839
H 6.979 1.410 -0.286
H 6.870 1.782 2.148
H 6.650 4.076 3.044
C 8.460 9.770 4.650
C 8.519 9.561 3.278
C 8.652 8.274 2.777
C 8.718 7.194 3.646
C 8.656 7.402 5.018
C 8.531 8.690 5.520
H 8.359 10.775 5.041
H 8.461 10.404 2.600
H 8.705 8.112 1.707
H 8.818 6.189 3.254
H 8.705 6.559 5.696
H 8.487 8.853 6.589
C -2.784 1.213 -9.075
C -3.774 1.116 -8.105
C -4.187 -0.130 -7.655
C -3.605 -1.282 -8.168
C -2.613 -1.186 -9.135
C -2.205 0.061 -9.591
H -2.464 2.186 -9.427
H -4.224 2.013 -7.700
H -4.961 -0.204 -6.908
H -3.924 -2.254 -7.812
H -2.157 -2.084 -9.534
H -1.435 0.135 -10.349
C -6.026 -6.853 7.772
C -4.944 -7.618 7.358
C -4.494 -8.669 8.145
C -5.133 -8.962 9.343
C -6.218 -8.199 9.755
C -6.662 -7.143 8.972
H -6.375 -6.031 7.159
H -4.449 -7.394 6.421
H -3.645 -9.260 7.823
H -4.785 -9.785 9.954
H -6.717 -8.429 10.688
H -7.505 -6.545 9.296
C -6.125 10.502 -3.252
C -6.074 10.381 -4.634
C -5.919 9.130 -5.216
C -5.822 7.999 -4.417
C -5.876 8.120 -3.035
C -6.023 9.372 -2.452
H -6.243 11.478 -2.798
H -6.156 11.262 -5.258
H -5.873 9.036 -6.294
H -5.706 7.024 -4.871
H -5.802 7.238 -2.411
H -6.060 9.467 -1.374